(i)
The following is a quantum chemistry calculation of C16H19N3O3 as an isolated structure, from OMol25.

ORCA input file:
```
! wB97M-V def2-TZVPD RIJCOSX def2/J DEFGRID3
* xyz 0 1
C 3.7336 -0.2895 0.6042
C 2.1804 -0.8254 0.5157
C 3.9863 1.2737 0.2807
C 5.0969 1.3812 -0.6912
C 5.0899 -0.1882 -1.3698
C -0.0628 -0.4068 1.2965
C -0.9751 -1.6799 1.2506
C -0.5830 0.4278 -0.0101
C -1.9631 0.9707 0.1621
C -2.4709 2.0778 0.6623
C -3.0524 0.2343 -0.2812
C -4.2302 0.8755 -0.0707
C -3.2823 -0.9552 -0.9124
C -5.5167 0.4098 -0.3207
C -4.4612 -1.4570 -1.2163
C -5.7859 -0.8812 -0.8291
H 4.0682 -1.7459 -0.7007
H 4.0375 -0.6585 1.6397
H 4.1984 1.8134 1.2032
H 3.1484 1.6847 -0.2041
H 6.1447 1.7693 -0.1412
H 4.7198 1.9962 -1.8201
H 6.0772 -0.7134 -1.7434
H 4.3031 -0.2335 -2.2328
H 1.9384 -0.0116 2.3756
H -0.6055 0.2538 1.9760
H -0.1102 1.4595 -0.0731
H -0.5386 0.0085 -1.0417
H -2.0466 2.9589 0.9916
H -4.4738 2.4474 1.5205
H -2.5012 -1.7070 -1.3198
H -6.3815 1.0079 0.0861
H -4.2942 -2.3878 -1.9418
H -6.7896 -1.3233 -1.2971
H 0.1810 -2.3571 -0.1100
N 4.6346 -1.0561 -0.2133
N 1.4159 -0.3330 1.5381
N -3.8822 2.0625 0.4980
O 1.6874 -1.5356 -0.3517
O -1.8135 -1.9113 2.1122
O -0.8209 -2.4556 0.1791
*
```

Computed properties:
* LUMO energy: 0.42 eV
* Kohn-Sham gap: 8.65 eV
* highest occupied orbital energy: -8.2373 eV



(ii)
The following is a quantum chemistry calculation of a 2-piece molecular cluster, C16H19N3O3 overall, from OMol25.

ORCA input file:
```
! wB97M-V def2-TZVPD RIJCOSX def2/J DEFGRID3
* xyz 0 1
C 1.4971 4.6962 -3.0530
C 1.9689 3.3875 -2.5860
C 1.4602 2.2318 -1.9640
C 2.5953 1.5153 -1.8394
N 3.5566 2.1792 -2.4420
O 3.4191 3.3357 -2.8794
N 2.8625 0.4194 -1.1477
C 1.6459 -0.3837 -0.7514
O 0.5652 0.0790 -0.6733
C 2.0919 -1.6957 -0.0263
C 1.0702 -2.6335 0.4244
H 1.3507 -3.3480 0.9489
H 0.2544 -1.6678 1.1868
C 0.0549 -3.1048 -0.5713
C -1.5274 -2.8585 -0.2337
O -2.0275 -3.7729 0.1994
N -1.8894 -1.4795 0.0003
H -1.0980 -0.8124 -0.2202
C -3.1922 -1.3341 0.4275
C -2.7817 -0.6085 1.8621
C -2.3998 0.7356 1.8232
C -1.8946 1.2273 3.1635
C -2.2997 0.4397 4.3010
C -2.7244 -0.7610 4.2822
C -3.2634 -1.4311 2.7294
H -3.6054 -2.3587 2.9272
H -3.1784 -1.1515 5.1810
H -2.1745 0.8161 5.2136
H -1.5815 2.3210 3.2725
H -2.1370 1.2789 1.1022
H -3.6007 -0.5743 -0.2922
H -3.8075 -2.0470 0.4289
H 0.2287 -4.1147 -0.7771
H 0.1017 -2.3155 -1.4750
H 2.8729 -1.4407 0.7357
H 2.6996 -2.5027 -0.8599
H 3.5176 -0.1562 -1.4072
H 0.7462 2.1986 -1.4699
H 1.9844 5.5398 -2.6612
H 0.5910 4.6725 -2.9721
H 1.6581 4.8589 -4.0240
*
```

Computed properties:
* LUMO energy: 0.47 eV
* Kohn-Sham gap: 8.63 eV
* highest occupied orbital energy: -8.1622 eV



(iii)
The following is a quantum chemistry calculation of C16H19N3O3 in the gas phase, from OMol25.

ORCA input file:
```
! wB97M-V def2-TZVPD RIJCOSX def2/J DEFGRID3
* xyz 0 1
N 0.1242 -0.0452 1.2523
C 0.2927 -1.3080 0.4587
C -0.6180 -1.2592 -0.8559
C -2.1047 -1.2207 -0.5383
C -2.8148 -2.2295 0.0199
N -4.0928 -1.7189 0.3243
C -4.0793 -0.3473 0.1960
C -5.1190 0.5831 0.4825
C -4.7790 1.9403 0.1440
C -3.5469 2.2717 -0.3848
C -2.5244 1.3692 -0.7719
C -2.8510 0.0241 -0.4291
C 1.7142 -1.5173 -0.0415
O 1.9330 -2.5048 -0.7159
N 2.7948 -0.6311 0.1125
C 4.0522 -1.1515 -0.4117
C 5.0122 0.0729 -0.2246
C 4.4756 0.7928 0.9492
C 2.9181 0.6675 0.8182
C 2.3376 1.8390 -0.1213
O 2.9056 2.5691 -0.9141
O 1.0392 1.8274 0.0929
H 0.5626 -0.1928 2.1307
H -0.9044 0.0394 1.4615
H -0.0949 -2.2125 1.0737
H -0.3143 -0.4348 -1.4832
H -0.4757 -2.0887 -1.4957
H -2.5626 -3.3000 0.1797
H -4.9009 -2.2439 0.6918
H -6.0213 0.3066 0.9570
H -5.4370 2.8292 0.3556
H -3.4972 3.3426 -0.6502
H -1.7435 1.5689 -1.4757
H 4.2470 -1.3761 -1.4412
H 4.4510 -1.9384 0.2354
H 5.1854 0.7598 -0.9984
H 5.9785 -0.3376 0.1022
H 4.7203 1.8502 1.0202
H 4.7875 0.2630 1.8740
H 2.2922 0.6842 1.7322
H 0.7289 0.9518 0.4668
*
```

Computed properties:
* SMILES: N[C@@H](Cc1c[nH]c2ccccc12)C(=O)N1CCC[C@H]1C(=O)O
* LUMO energy: 0.45 eV
* Kohn-Sham gap: 8.64 eV
* highest occupied orbital energy: -8.1886 eV



Stability summary - winner: (iii); margin: 4.641 eV.



(i)
The following is a quantum chemistry calculation of a 8-piece molecular cluster, H18NO7 overall, from OMol25.

ORCA input file:
```
! wB97M-V def2-TZVPD RIJCOSX def2/J DEFGRID3
* xyz 1 1
N 0.5587 -0.2576 -0.6590
H -0.4789 -0.3294 -0.6056
H 0.9424 -0.9556 0.0084
H 0.7320 0.7047 -0.3509
H 0.9445 -0.3992 -1.6162
O 0.3157 -0.0628 2.3055
H 0.4369 0.4116 3.1351
H -0.3325 -0.7505 2.5212
O 1.3770 2.2613 0.8071
H 1.3505 2.6807 1.6742
H 2.0713 1.5982 0.8900
O -2.1719 -1.3849 2.1606
H -3.0289 -1.7553 1.9294
H -2.0945 -0.5980 1.6075
O 1.2356 -2.7369 0.5609
H 0.5249 -2.9847 1.1666
H 2.0412 -2.7956 1.0891
O -0.8416 2.3799 -1.1423
H -0.2905 2.6664 -1.8778
H -0.4524 2.8077 -0.3710
O 1.5553 -0.1495 -3.3049
H 0.9605 -0.2634 -4.0555
H 2.2095 0.4965 -3.5951
O -2.2309 -0.2628 -0.5066
H -2.7738 -0.9185 -0.9624
H -2.5602 0.5979 -0.8080
*
```

Computed properties:
* LUMO energy: -2.82 eV
* Kohn-Sham gap: 11.94 eV
* highest occupied orbital energy: -14.7570 eV



(ii)
The following is a quantum chemistry calculation of a 8-piece molecular cluster, H18NO7 overall, from OMol25.

ORCA input file:
```
! wB97M-V def2-TZVPD RIJCOSX def2/J DEFGRID3
* xyz 1 1
N -2.7350 5.2280 15.6780
H -3.3800 4.4290 15.6260
H -1.8030 4.9090 15.5180
H -2.7940 5.6570 16.5780
H -3.0050 5.9070 14.9390
O 0.0180 3.6570 16.6410
H -0.2850 3.0510 17.3330
H 0.2340 3.0530 15.9290
O -3.8710 8.3160 14.5450
H -3.5040 8.8590 13.8790
H -4.8220 8.4510 14.6060
O -3.5990 6.2010 12.5090
H -3.1140 5.5450 12.0440
H -3.0230 6.9480 12.6730
O -1.7500 2.8380 13.8730
H -2.5590 2.6030 13.4150
H -1.2220 2.0300 13.7090
O -0.9150 7.4910 16.1420
H -1.2170 8.3110 15.8180
H 0.0620 7.4580 15.9740
O -2.8100 2.2780 16.7210
H -3.6600 1.8930 16.6900
H -2.4800 2.2720 15.8240
O -5.8840 5.3170 15.2430
H -6.5170 4.8820 15.8290
H -6.3220 6.1850 15.1980
*
```

Computed properties:
* LUMO energy: -2.98 eV
* Kohn-Sham gap: 11.79 eV
* highest occupied orbital energy: -14.7774 eV



Stability summary - winner: (i); margin: 0.831 eV.



(i)
The following is a quantum chemistry calculation of C2H5NO2 as an isolated structure, from OMol25.

ORCA input file:
```
! wB97M-V def2-TZVPD RIJCOSX def2/J DEFGRID3
* xyz 0 1
N 1.7985 0.0104 0.1252
C 0.6560 -0.2750 -0.5365
O 0.0919 -1.3620 -0.1359
C -1.2021 -0.0644 -0.3050
O -1.2669 1.2378 0.1187
H 2.1456 -0.6465 0.8187
H 2.4131 0.7448 -0.1781
H -1.4722 -0.1805 -1.3446
H -1.7902 -0.7084 0.3588
H -1.3736 1.2440 1.0787
*
```

Computed properties:
* LUMO energy: 0.84 eV
* Kohn-Sham gap: 8.78 eV
* highest occupied orbital energy: -7.9484 eV



(ii)
The following is a quantum chemistry calculation of a 2-piece molecular cluster, C2H5NO2 overall, from OMol25.

ORCA input file:
```
! wB97M-V def2-TZVPD RIJCOSX def2/J DEFGRID3
* xyz 0 1
C -1.5147 1.6407 -0.6294
C 1.4829 -1.0136 0.4265
N -0.8398 -1.3424 0.6105
O -1.0604 0.5983 -1.0253
O 0.2473 -1.7701 0.1514
H -2.3929 1.6828 0.0171
H -1.2873 2.6246 -1.1530
H 2.1673 -1.7460 0.2876
H 1.5568 -0.5006 1.4982
H 1.6408 -0.1736 -0.1835
*
```

Computed properties:
* LUMO energy (alpha / beta): 0.63 / 0.58 eV
* Kohn-Sham gap (alpha / beta): 8.71 / 8.68 eV
* highest occupied orbital energy (alpha / beta): -8.0765 / -8.0980 eV



(iii)
The following is a quantum chemistry calculation of C2H5NO2 as an isolated structure, from OMol25.

ORCA input file:
```
! wB97M-V def2-TZVPD RIJCOSX def2/J DEFGRID3
* xyz 0 1
C 1.8778 -0.4046 0.1280
C 0.4220 0.1587 -0.2214
H 1.8496 -0.5213 1.5024
H 2.9715 0.3681 -0.1645
H 1.9370 -1.4234 -0.4347
H -0.5285 -1.5486 0.5052
H -1.5053 0.7818 0.5399
N -0.6510 -0.7974 -0.3554
O 0.0850 1.3518 -0.0558
O -1.8308 -0.1768 0.1933
*
```

Computed properties:
* LUMO energy: 0.20 eV
* Kohn-Sham gap: 10.23 eV
* highest occupied orbital energy: -10.0284 eV



Stability summary - winner: (i); margin: 0.346 eV.



(i)
The following is a quantum chemistry calculation of C2H5NO2 in the gas phase, from OMol25.

ORCA input file:
```
! wB97M-V def2-TZVPD RIJCOSX def2/J DEFGRID3
* xyz 0 1
C 0.6137 0.0913 1.1290
N 0.1376 -1.3166 -1.3973
C -1.0213 0.5711 -0.6576
O -0.9207 -0.4883 -1.3747
O -0.0951 1.0688 0.1339
H 0.9917 -0.7681 -1.2359
H -1.9936 1.0463 -0.6830
H 0.6660 0.7459 1.9979
H 0.0124 -0.7948 1.3269
H 1.6093 -0.1557 0.7609
*
```

Computed properties:
* LUMO energy (alpha / beta): 0.42 / 0.42 eV
* Kohn-Sham gap (alpha / beta): 8.05 / 8.06 eV
* highest occupied orbital energy (alpha / beta): -7.6362 / -7.6419 eV



(ii)
The following is a quantum chemistry calculation of C2H5NO2 in the gas phase, from OMol25.

ORCA input file:
```
! wB97M-V def2-TZVPD RIJCOSX def2/J DEFGRID3
* xyz 0 1
N -0.6670 -1.6550 0.4400
C -0.9758 -0.3522 -0.0216
C 0.3090 0.5034 0.0023
O 1.1215 0.2685 0.8102
O 0.4694 1.4363 -0.9475
H 0.3029 -1.8409 0.3593
H -0.9891 -2.3573 -0.2211
H -1.7648 0.0357 0.6320
H -1.4137 -0.2978 -1.0145
H -0.1927 1.5000 -1.6205
*
```

Computed properties:
* SMILES: NCC(=O)O
* LUMO energy: 0.51 eV
* Kohn-Sham gap: 10.30 eV
* highest occupied orbital energy: -9.7907 eV



Stability summary - winner: (ii); margin: 4.808 eV.